No. 1
A molecular structure, C36H43F6NO7PS3SiTi at a distorted geometry, computed with ωB97M-V with the def2-TZVPD basis set.

Last column: Mulliken spin population.
Geometry (Å):
Ti1 0.969 0.209 -0.051  0.011
C1 7.259 2.434 -1.126  0.000
C2 6.167 2.929 -0.427  0.000
C3 5.090 2.105 -0.154  0.001
C4 5.090 0.777 -0.575  -0.001
C5 6.191 0.284 -1.266  0.000
C6 7.269 1.112 -1.541  0.000
P1 3.677 -0.251 -0.080  0.002
C7 3.912 -1.840 -0.906  0.000
C8 3.932 -1.849 -2.301  0.001
C9 4.010 -3.048 -2.989  0.000
C10 4.054 -4.249 -2.293  0.000
C11 4.012 -4.245 -0.908  0.000
C12 3.938 -3.045 -0.215  -0.001
C13 3.988 -0.516 1.678  0.002
C14 5.151 -0.979 2.235  -0.002
C15 5.297 -1.036 3.632  0.003
C16 4.300 -0.557 4.440  -0.003
C17 3.116 -0.009 3.894  0.001
C18 2.148 0.621 4.717  -0.001
C19 1.076 1.249 4.156  0.005
C20 0.884 1.188 2.753  0.041
C21 1.745 0.529 1.905  -0.011
C22 2.930 -0.026 2.491  -0.006
H1 8.100 3.077 -1.345  0.000
H2 6.151 3.959 -0.097  0.000
H3 4.246 2.496 0.401  0.000
H4 6.218 -0.747 -1.593  0.000
H5 8.120 0.717 -2.080  0.000
H6 3.864 -0.918 -2.851  0.000
H7 4.024 -3.043 -4.070  0.000
H8 4.111 -5.186 -2.830  0.000
H9 4.027 -5.177 -0.360  0.000
H10 3.887 -3.056 0.866  0.000
H11 5.967 -1.296 1.596  0.000
H12 6.208 -1.427 4.063  0.000
H13 4.420 -0.561 5.517  0.000
H14 2.295 0.617 5.790  0.000
H15 0.358 1.772 4.773  0.000
H16 0.003 1.686 2.357  -0.031
F1 2.348 3.347 -0.680  0.000
C23 1.848 3.284 -1.922  0.000
F2 2.863 3.299 -2.787  0.000
F3 1.112 4.382 -2.118  0.000
S1 0.839 1.749 -2.157  0.002
O1 0.051 1.782 -0.814  0.015
O2 0.055 2.070 -3.305  0.000
N1 1.746 0.558 -2.008  0.001
S2 0.557 -1.677 -2.029  0.008
O3 1.045 -1.623 -0.507  0.031
O4 -0.643 -0.823 -2.049  0.021
C24 -0.310 -3.332 -1.841  -0.003
F4 0.578 -4.339 -1.903  0.000
F5 -1.167 -3.472 -2.856  0.000
F6 -0.982 -3.436 -0.700  -0.001
C25 -5.899 -1.985 0.334  0.004
C26 -4.464 -2.409 0.044  -0.007
C27 -3.760 -2.859 1.314  0.004
C28 -4.427 -3.498 -1.018  -0.001
O5 -3.777 -1.281 -0.533  0.006
Si1 -3.166 0.083 0.046  0.012
S3 -1.262 -0.424 1.038  0.870
O6 -2.894 1.169 -1.092  -0.019
C29 -3.620 1.527 -2.296  -0.005
C30 -3.242 2.974 -2.582  0.000
C31 -3.166 0.613 -3.420  0.000
C32 -5.115 1.399 -2.042  0.001
O7 -4.062 0.603 1.294  0.021
C33 -3.966 1.764 2.150  -0.004
C34 -3.545 1.256 3.523  0.003
C35 -2.963 2.775 1.612  0.000
C36 -5.359 2.375 2.193  0.003
H17 -6.458 -2.815 0.767  -0.001
H18 -6.396 -1.682 -0.587  0.000
H19 -5.918 -1.150 1.033  0.000
H20 -4.270 -3.733 1.725  0.000
H21 -3.774 -2.074 2.070  0.000
H22 -2.726 -3.131 1.109  0.002
H23 -4.979 -4.374 -0.676  0.000
H24 -3.402 -3.792 -1.233  0.000
H25 -4.883 -3.138 -1.940  0.000
H26 -2.165 3.064 -2.694  0.000
H27 -3.571 3.623 -1.769  0.000
H28 -3.720 3.310 -3.504  0.000
H29 -2.106 0.754 -3.617  0.000
H30 -3.733 0.837 -4.326  0.000
H31 -3.329 -0.431 -3.154  0.000
H32 -5.414 2.010 -1.189  0.000
H33 -5.394 0.363 -1.847  -0.001
H34 -5.671 1.740 -2.916  0.000
H35 -2.565 0.778 3.473  -0.001
H36 -4.263 0.522 3.891  0.000
H37 -3.490 2.079 4.236  0.000
H38 -1.951 2.367 1.579  0.029
H39 -2.945 3.654 2.258  -0.002
H40 -3.217 3.089 0.603  0.001
H41 -6.091 1.626 2.495  -0.001
H42 -5.640 2.755 1.211  0.000
H43 -5.390 3.200 2.905  0.001

The value obtained for the energy relative to the best compared isomer or geometry (same formula, charge and spin) is 35.41 kcal per mole. The gap between HOMO and LUMO (spin up / spin down) comes out at 7.8 / 5.4 eV. The HOMO energy (spin up / spin down) is -8.3 / -8.3 eV. As for the spin multiplicity: 2. The value obtained for the total energy is -5253.323393 Ha. The value obtained for the LUMO energy (spin up / spin down) is -0.50 / -2.88 eV.



No. 2
A molecular structure, C36H43N2OSi at a distorted geometry, computed with ωB97M-V with the def2-TZVPD basis set.

Last column: Löwdin charge in e.
Geometry (Å):
C1 -3.773 -1.264 3.992  -0.148
Si1 -4.354 -0.526 2.402  0.393
C2 -5.622 -1.576 1.560  -0.150
C3 -4.899 1.250 2.616  -0.139
O1 -3.061 -0.580 1.352  -0.178
C4 -1.959 0.224 0.939  -0.331
C5 -2.391 1.166 -0.198  -0.160
C6 -3.569 0.913 -0.901  -0.039
C7 -3.978 1.775 -1.917  -0.060
C8 -3.190 2.874 -2.256  -0.073
C9 -1.977 3.096 -1.594  -0.059
C10 -1.597 2.268 -0.529  -0.056
C11 -1.400 0.932 2.166  -0.169
C12 -1.721 2.267 2.401  -0.046
C13 -1.251 2.907 3.553  -0.053
C14 -0.500 2.193 4.485  -0.072
C15 -0.268 0.825 4.298  -0.067
C16 -0.737 0.186 3.144  -0.071
C17 -0.989 -0.856 0.332  -0.160
C18 -1.633 -1.580 -0.862  -0.097
C19 -1.104 -0.911 -2.117  -0.125
C20 0.220 -0.252 -1.713  -0.126
N1 0.237 -0.276 -0.254  -0.020
C21 1.216 0.312 0.480  -0.049
C22 2.321 0.965 -0.024  -0.092
C23 3.043 0.764 -1.273  -0.131
C24 3.820 1.945 -1.683  -0.213
C25 4.853 1.827 -2.641  -0.027
C26 5.549 2.970 -3.049  -0.062
C27 5.189 4.236 -2.534  -0.064
C28 4.150 4.354 -1.603  -0.062
C29 3.445 3.215 -1.216  -0.039
H1 -4.611 -1.307 4.705  0.044
H2 -3.409 -2.289 3.822  0.044
H3 -2.956 -0.688 4.451  0.026
H4 -6.507 -1.685 2.198  0.042
H5 -5.942 -1.147 0.602  0.034
H6 -5.216 -2.577 1.361  0.043
H7 -5.919 1.245 3.036  0.043
H8 -4.238 1.794 3.310  0.032
H9 -4.918 1.793 1.657  0.038
H10 -4.179 0.039 -0.642  0.113
H11 -4.913 1.574 -2.433  0.111
H12 -3.510 3.565 -3.038  0.109
H13 -1.321 3.927 -1.876  0.110
H14 -0.724 2.530 0.072  0.116
H15 -2.344 2.824 1.699  0.121
H16 -1.481 3.962 3.704  0.113
H17 -0.102 2.690 5.372  0.109
H18 0.279 0.231 5.042  0.113
H19 -0.595 -0.891 3.008  0.122
H20 -0.700 -1.568 1.129  0.151
H21 -1.262 -2.606 -0.816  0.125
H22 -2.715 -1.610 -0.792  0.113
H23 -0.915 -1.635 -2.907  0.115
H24 -1.796 -0.159 -2.503  0.106
H25 1.052 -0.851 -2.129  0.109
H26 0.333 0.776 -2.109  0.138
H27 1.119 0.209 1.569  0.131
H28 2.818 1.601 0.736  0.126
H29 2.660 0.262 -2.198  0.124
H30 5.079 0.851 -3.047  0.106
H31 6.351 2.874 -3.788  0.111
H32 5.692 5.133 -2.907  0.111
H33 3.842 5.337 -1.201  0.119
H34 2.578 3.313 -0.556  0.110
C30 2.352 -5.993 -0.875  -0.073
C31 2.526 -5.635 -2.220  -0.063
C32 2.996 -4.353 -2.547  -0.043
C33 3.343 -3.438 -1.532  -0.224
C34 4.016 -2.136 -1.971  -0.123
N2 3.793 -0.922 -1.103  0.061
C35 3.127 -3.794 -0.195  -0.052
C36 2.651 -5.070 0.129  -0.074
H35 2.029 -6.994 -0.604  0.109
H36 2.334 -6.361 -3.015  0.113
H37 3.102 -4.059 -3.601  0.119
H38 5.103 -2.291 -2.155  0.143
H39 3.597 -1.827 -2.939  0.116
H40 2.930 -1.068 -0.573  0.082
H41 4.604 -0.820 -0.458  0.161
H42 3.342 -3.061 0.588  0.107
H43 2.555 -5.335 1.181  0.109

Its total charge is +1. The gap between HOMO and LUMO comes out at 8.2 eV. The HOMO energy is -11.2 eV. The value obtained for the total energy is -1871.635564 Ha. The value obtained for the LUMO energy is -3.03 eV.



No. 3
4 unconnected molecules or ions with the total composition C36H44BrClF6N6O12PS at a distorted geometry, computed with ωB97M-V with the def2-TZVPD basis set.

Last column: Löwdin charge in e.
Geometry (Å):
C1 2.904 5.373 3.832  -0.126
C2 3.194 5.558 2.338  -0.668
Br1 2.887 7.479 1.967  0.777
C3 2.195 4.838 1.398  -0.198
N1 2.622 3.487 0.818  -0.023
C4 4.087 3.474 0.458  -0.608
F1 4.343 2.460 -0.337  0.234
F2 4.820 3.326 1.561  0.199
F3 4.441 4.618 -0.106  0.207
C5 2.512 2.488 1.960  -0.035
C6 1.105 1.928 2.148  -0.256
C7 1.160 1.142 3.487  -0.142
O1 -0.098 1.175 4.099  -0.101
C8 -0.154 2.001 5.234  -0.216
O2 -0.281 3.345 4.843  -0.113
C9 -1.594 3.665 4.390  -0.167
C10 -1.542 5.060 3.744  -0.194
O3 -1.768 5.001 2.338  -0.093
N2 0.887 0.991 1.015  -0.143
P1 -0.703 0.168 0.955  0.972
C11 -0.551 -1.196 2.180  -0.224
O4 -1.749 1.208 1.701  -0.281
C12 1.322 1.493 -0.286  -0.476
F4 0.293 1.392 -1.186  -0.013
N3 2.403 0.640 -0.816  0.144
C13 2.168 0.059 -2.113  -0.477
O5 2.748 0.429 -3.074  0.218
F5 1.314 -0.940 -2.170  0.178
C14 2.807 -0.379 0.120  -0.479
O6 3.812 -0.325 0.737  0.214
F6 2.009 -1.433 0.217  0.161
C15 1.703 3.043 -0.350  -0.445
Cl1 0.098 3.842 -0.133  0.905
C16 2.242 3.493 -1.741  -0.140
C17 1.330 4.141 -2.812  -0.255
C18 0.327 3.308 -3.635  -0.522
S1 -1.435 3.724 -3.307  0.706
H1 3.363 4.454 4.206  0.083
H2 3.388 6.185 4.368  0.072
H3 1.834 5.397 4.031  0.071
H4 4.247 5.438 2.125  0.074
H5 2.028 5.491 0.549  0.077
H6 1.284 4.706 1.970  0.100
H7 2.819 2.957 2.886  0.118
H8 3.124 1.611 1.752  0.134
H9 0.331 2.689 2.263  0.114
H10 1.928 1.596 4.122  0.132
H11 1.459 0.113 3.286  0.123
H12 -1.013 1.697 5.838  0.147
H13 0.741 1.912 5.852  0.142
H14 -2.290 3.619 5.235  0.132
H15 -1.942 2.946 3.642  0.111
H16 -2.305 5.693 4.202  0.123
H17 -0.542 5.456 3.902  0.106
H18 -2.570 4.496 2.176  0.085
H19 -1.088 -0.957 3.097  0.049
H20 -0.965 -2.078 1.696  0.029
H21 0.483 -1.404 2.455  0.030
H22 -2.421 1.406 1.037  0.056
H23 2.711 2.614 -2.191  0.108
H24 3.056 4.208 -1.643  0.115
H25 2.064 4.476 -3.554  0.121
H26 0.891 5.083 -2.488  0.084
H27 0.475 2.237 -3.535  0.035
H28 0.463 3.514 -4.696  0.070
H29 -1.291 4.870 -2.623  -0.156
C19 -0.743 -1.377 -5.681  -0.082
C20 -1.844 -1.877 -6.361  -0.068
C21 -2.888 -1.034 -6.718  0.011
C22 -2.811 0.303 -6.371  -0.134
C23 -1.731 0.810 -5.671  -0.005
C24 -0.692 -0.036 -5.336  -0.067
N4 -3.908 1.210 -6.744  -0.352
O7 -4.855 0.732 -7.331  0.092
O8 -3.793 2.380 -6.439  0.078
H30 0.072 -2.035 -5.409  0.112
H31 -1.887 -2.927 -6.616  0.115
H32 -3.747 -1.420 -7.246  0.125
H33 -1.687 1.852 -5.387  0.073
H34 0.160 0.348 -4.801  0.084
C25 -1.306 -3.953 -1.661  -0.064
C26 -1.798 -5.153 -1.168  -0.060
C27 -2.832 -5.800 -1.827  0.012
C28 -3.355 -5.229 -2.974  -0.140
C29 -2.882 -4.029 -3.472  -0.002
C30 -1.849 -3.389 -2.806  -0.063
N5 -4.441 -5.920 -3.689  -0.353
O9 -4.852 -6.960 -3.217  0.084
O10 -4.856 -5.408 -4.709  0.080
H35 -0.496 -3.453 -1.145  0.098
H36 -1.374 -5.578 -0.280  0.075
H37 -3.223 -6.733 -1.449  0.121
H38 -3.307 -3.587 -4.362  0.108
H39 -1.469 -2.450 -3.181  0.088
C31 0.034 -9.639 3.565  -0.060
C32 -1.134 -9.299 2.895  -0.057
C33 -1.360 -7.986 2.516  0.001
C34 -0.403 -7.032 2.815  -0.149
C35 0.764 -7.351 3.487  -0.003
C36 0.979 -8.666 3.863  -0.059
N6 -0.629 -5.644 2.397  -0.339
O11 -1.669 -5.386 1.819  0.046
O12 0.237 -4.824 2.638  0.069
H40 0.208 -10.666 3.855  0.112
H41 -1.869 -10.058 2.665  0.112
H42 -2.268 -7.716 1.996  0.120
H43 1.497 -6.590 3.714  0.118
H44 1.886 -8.933 4.387  0.111

Its total charge is +1. The value obtained for the energy relative to the best compared isomer or geometry (same formula, charge and spin) is 14.71 kcal per mole. The gap between HOMO and LUMO comes out at 8.7 eV. The HOMO energy is -11.4 eV. The value obtained for the total energy is -7001.996391 Ha. The value obtained for the LUMO energy is -2.63 eV.



Which formula does entry 2 have? C36H43N2OSi